C26H48BNO52S11 | wB97M-V/def2-TZVPD

Results
- relative energy (zero: lowest compared OMol25 entry of this formula, charge and spin) (eV) = 0.4374
- largest force on an atom (eV/A) = 2.848
- E_HOMO (hartree) = -0.389

Structure (ORCA input):
```
! wB97M-V def2-TZVPD RIJCOSX def2/J DEFGRID3
* xyz 0 1
N 0.77644 3.54564 -5.92007
H 0.59398 4.38083 -6.46895
H 0.22415 3.44299 -5.06406
H 1.78989 3.43061 -5.78061
H 0.60158 2.70207 -6.47207
O 0.15865 0.53307 2.60036
C 0.09351 0.38973 1.41379
O 0.25619 1.36966 0.52462
B 0.06083 0.85531 -0.82934
O -0.10794 -0.60607 -0.66623
C -0.14409 -0.87956 0.60653
O -0.36313 -1.94060 1.12623
O -1.14463 1.43664 -1.48026
C -0.81282 1.85287 -2.67391
O -1.47859 2.26367 -3.59359
C 0.74639 1.67653 -2.82206
O 1.22337 1.21434 -1.71076
O 1.33595 2.02277 -3.81174
C 2.26839 1.85442 4.97702
C 1.79913 0.54930 5.63874
O 3.00219 -0.21870 5.56669
S 4.33578 0.75732 5.75061
O 5.20231 0.59728 4.62563
O 4.94068 0.52363 7.05263
O 3.45074 2.11984 5.71651
H 1.60108 2.69916 5.13153
H 2.55020 1.70629 3.93397
H 0.92345 0.08505 5.18758
H 1.51181 0.69874 6.68176
C 4.31703 -2.81670 -2.27590
C 3.81072 -3.85811 -3.32199
O 2.87930 -3.15994 -4.11823
S 2.36128 -1.82630 -3.47365
O 1.40382 -2.08213 -2.43032
O 2.02523 -0.87686 -4.48862
O 3.77255 -1.54369 -2.72338
H 5.38864 -2.65986 -2.37360
H 4.02250 -2.87158 -1.23176
H 3.16381 -4.58853 -2.83064
H 4.67787 -4.30031 -3.80143
C 4.25373 2.85270 -1.98328
C 4.58568 1.59386 -2.77031
O 4.58411 2.01049 -4.13340
S 4.42343 3.62970 -4.25265
O 3.04226 3.98441 -4.48441
O 5.41810 4.23087 -5.09265
O 4.85033 3.90308 -2.72711
H 4.66717 2.77328 -0.98065
H 3.16874 2.97486 -1.96637
H 3.75638 0.90439 -2.61594
H 5.51390 1.10326 -2.48400
C -3.69436 -1.91262 0.78065
C -3.56774 -1.06000 -0.41469
O -4.68838 -0.21214 -0.41256
S -5.49480 -0.15537 1.03161
O -6.73576 -0.87543 0.95074
O -5.40568 1.16492 1.57433
O -4.38371 -1.11992 1.76260
H -2.79216 -2.26411 1.27865
H -4.33180 -2.79610 0.67690
H -3.71441 -1.62704 -1.34074
H -2.60516 -0.56330 -0.55907
C -4.58386 3.00413 -2.04026
C -4.81654 2.07549 -3.23024
O -6.11345 2.36209 -3.74239
S -6.66326 3.83153 -3.24853
O -7.75057 3.61843 -2.34600
O -6.72451 4.79966 -4.30060
O -5.30246 4.16154 -2.38269
H -3.55601 3.32122 -1.86068
H -4.75566 2.39795 -1.14462
H -4.73794 1.03125 -2.92767
H -4.03358 2.20107 -3.98180
C -1.58692 -0.89128 -5.09877
C -2.46059 -1.84647 -5.93603
O -2.41196 -3.15888 -5.41830
S -1.70524 -3.16091 -3.93083
O -0.37784 -3.75453 -4.06733
O -2.64114 -3.71859 -2.98993
O -1.56951 -1.55335 -3.81560
H -2.16148 0.00620 -4.87692
H -0.57667 -0.63310 -5.41252
H -2.10296 -1.87382 -6.96409
H -3.43431 -1.35953 -5.89121
C 0.12452 -5.73367 -1.40669
C 0.14330 -4.49083 -0.58095
O 0.84745 -4.82927 0.62870
S 1.68626 -6.22348 0.43934
O 1.00337 -7.29466 1.14727
O 3.07539 -5.91904 0.56360
O 1.40297 -6.36762 -1.16115
H -0.17964 -5.58394 -2.44094
H -0.60838 -6.47417 -1.06996
H -0.84058 -4.08042 -0.36690
H 0.73198 -3.70795 -1.05992
C -0.30090 4.89722 0.16129
C -0.33620 4.81271 1.67456
O -1.69917 4.69631 2.07130
S -2.64622 4.40383 0.74700
O -3.26824 5.61914 0.31396
O -3.40000 3.19051 0.88703
O -1.39610 4.06285 -0.24656
H 0.63617 4.46847 -0.18651
H -0.49538 5.89704 -0.22595
H 0.05777 5.72658 2.12070
H 0.17144 3.93514 2.07753
C 3.49648 -0.38169 1.93763
C 3.47413 -0.46860 0.43678
O 4.77645 -0.00103 0.10968
S 5.87055 -0.79731 1.05248
O 7.02258 0.01795 1.32489
O 6.08532 -2.12355 0.53631
O 4.82053 -0.79850 2.30196
H 2.79264 -1.05025 2.43103
H 3.38784 0.63541 2.31482
H 2.73506 0.10409 -0.11749
H 3.36203 -1.52337 0.16977
C -1.04776 -2.89966 4.17674
C -0.56129 -4.29975 3.85833
O -0.66599 -5.08867 5.05326
S -1.18233 -4.24869 6.32553
O -0.03196 -3.78715 7.06855
O -2.18580 -4.96408 7.08466
O -1.81611 -3.10804 5.34549
H -1.69529 -2.48145 3.40846
H -0.26975 -2.13571 4.25460
H 0.45619 -4.42901 3.50114
H -1.26274 -4.67654 3.11236
C -1.62026 2.48480 4.74924
C -2.96233 2.03409 4.24379
O -3.58768 1.55076 5.43677
S -2.59190 0.99500 6.60131
O -2.60856 -0.45016 6.60507
O -2.71565 1.68690 7.83722
O -1.25004 1.56983 5.77342
H -1.58095 3.48870 5.17870
H -0.87917 2.46267 3.94903
H -2.86831 1.07010 3.73237
H -3.60743 2.72952 3.71769
*
```

=====

C31H33N2O4 | wB97M-V/def2-TZVPD

Results
- relative energy (zero: lowest compared OMol25 entry of this formula, charge and spin) (eV) = 0.3442
- largest force on an atom (eV/A) = 2.829
- E_HOMO (hartree) = -0.382

Structure (ORCA input):
```
! wB97M-V def2-TZVPD RIJCOSX def2/J DEFGRID3
* xyz 1 1
C 3.42576 -1.49299 -4.64207
O 2.89460 -0.15074 -4.73255
C 2.34918 0.39671 -3.61693
C 2.22710 1.80611 -3.58673
C 2.02595 2.43291 -2.38585
C 1.88771 1.72048 -1.14742
C 1.77406 2.39873 0.09985
C 1.17804 1.81245 1.26650
C 0.07420 2.41691 1.94975
C -0.53700 1.79319 3.01163
C -0.00771 0.58706 3.53635
O -0.55757 0.11427 4.68466
C -0.01994 -1.11551 5.22750
C 1.08829 -0.03344 2.88755
C 1.65392 0.57451 1.78282
C 1.75438 0.29504 -1.27059
C 2.00036 -0.35295 -2.46384
H 3.95173 -1.63838 -5.58556
H 4.12406 -1.58942 -3.79782
H 2.61551 -2.22858 -4.53982
H 2.34652 2.34861 -4.52503
H 1.90298 3.50742 -2.40381
H 1.99328 3.46646 0.11524
H -0.33334 3.35982 1.58599
H -1.43254 2.18874 3.49126
H -0.48728 -1.19321 6.20930
H -0.30007 -1.97378 4.59696
H 1.07547 -1.07170 5.32794
H 1.47700 -0.98505 3.26057
H 2.50209 0.08628 1.30297
H 1.44475 -0.30663 -0.41710
H 1.95139 -1.44170 -2.53228
C 2.46503 5.69594 -1.75278
C 3.46489 6.13038 -0.80531
C 4.07729 7.34485 -0.64551
C 5.08229 7.15797 0.34547
C 5.05502 5.82229 0.69886
C 5.84080 5.07462 1.67987
N 7.06560 5.75475 2.06736
C 8.20147 5.88944 1.18433
C 7.01822 6.30366 3.32139
O 7.95300 6.81119 3.92953
C 5.57157 6.08979 3.80983
C 5.49512 5.79732 5.31235
C 4.10678 5.57468 5.86557
C 3.84282 4.42607 6.62380
C 2.55213 4.17917 7.09312
C 1.53271 5.11042 6.84906
C 1.81817 6.30208 6.17199
C 3.10573 6.53594 5.67569
N 5.12409 5.03752 2.94584
O 4.03451 5.19403 0.03288
H 2.06161 6.56896 -2.27486
H 2.94354 5.06617 -2.51690
H 1.63248 5.16369 -1.27510
H 3.84596 8.25707 -1.19132
H 5.75144 7.91638 0.74370
H 6.08300 4.07222 1.29607
H 8.92195 6.59228 1.60906
H 8.70280 4.92220 1.06406
H 7.89260 6.24503 0.19437
H 5.01695 7.03556 3.60027
H 6.12860 4.92781 5.54396
H 5.94246 6.68392 5.78965
H 4.66245 3.73061 6.82224
H 2.34749 3.26878 7.65963
H 0.52013 4.91078 7.20239
H 1.04406 7.05778 6.03183
H 3.34559 7.46021 5.14442
H 4.12065 4.89242 2.91100
*
```

=====

H19O10 | wB97M-V/def2-TZVPD

Results
- relative energy (zero: lowest compared OMol25 entry of this formula, charge and spin) (eV) = 1.0871
- largest force on an atom (eV/A) = 2.056
- E_HOMO (hartree) = -0.233

Structure (ORCA input):
```
! wB97M-V def2-TZVPD RIJCOSX def2/J DEFGRID3
* xyz -1 1
O -3.60896 1.88639 -0.44661
H -2.86251 1.95381 0.16619
H -3.08964 1.95247 -1.23942
O 0.48562 0.34444 -2.94860
H 0.21172 0.98580 -3.56899
H -0.36085 0.26429 -1.88279
O 1.26819 -2.13830 -2.98670
H 1.38734 -1.95380 -3.91713
H 0.87308 -1.27261 -2.70031
O -0.50854 1.51523 1.23952
H -2.31224 -1.43902 1.40069
H -1.86792 0.05097 -1.91734
O -2.48352 -2.08513 2.09365
H 2.57504 0.48253 -1.97009
H -0.16084 0.70697 1.61675
O 1.03404 -1.19586 4.09020
H 1.93569 -1.27899 3.77776
H 0.45105 -1.29722 3.33269
O 0.75107 -1.23208 -0.01289
H -0.12145 -0.86619 -0.25607
H 1.20003 -1.39600 -0.84452
O 3.44748 0.86794 -1.82583
H 3.77586 0.11901 -1.30926
H -2.11132 -2.81607 1.57554
O -1.24280 0.11548 -1.19509
H -0.57516 1.27752 0.30173
O 0.64732 2.49486 3.39148
H 0.79286 1.56828 3.59464
H 0.46936 2.38530 2.44083
*
```

=====

C22H21N7ORu | wB97M-V/def2-TZVPD

Results
- ⟨S²⟩ = 6.042
- relative energy (zero: lowest compared OMol25 entry of this formula, charge and spin) (eV) = 1.5606
- largest force on an atom (eV/A) = 0.510
- E_HOMO (spin up / spin down) (hartree) = -0.697 / -0.697

Structure (ORCA input):
```
! wB97M-V def2-TZVPD RIJCOSX def2/J DEFGRID3
* xyz 4 5
Ru 0.33490 0.53621 0.31715
C 2.23437 -1.87866 0.28471
N 2.31080 -0.38888 0.25743
C 3.17187 0.13576 -0.84849
C 2.49063 1.24827 -1.57038
N 1.19833 1.56072 -1.31892
C 0.90284 2.62731 -2.11152
C -0.30278 3.37743 -2.24070
C -0.29416 4.41762 -3.11206
C 0.88658 4.74046 -3.87261
C 2.09742 4.00094 -3.76070
C 2.06429 2.96464 -2.88226
N 3.03419 2.03854 -2.48289
C 0.99906 -2.35057 -0.40753
N -0.04056 -1.61304 -0.60964
C -1.01389 -2.47227 -1.18827
C -2.30599 -2.27422 -1.55359
C -3.01110 -3.41096 -2.07156
C -2.41645 -4.70039 -2.20198
C -1.12818 -4.91240 -1.82123
C -0.43050 -3.77450 -1.30332
N 0.81572 -3.66985 -0.81872
H 2.17067 -2.19301 1.33076
H 3.13556 -2.34011 -0.12450
H 2.76341 -0.12302 1.12877
H 3.41724 -0.65866 -1.55792
H 4.12356 0.49565 -0.44775
H -1.18266 3.12489 -1.66548
H -1.17290 5.03234 -3.25757
H 0.85461 5.58136 -4.55666
H 2.96765 4.27572 -4.34389
H 3.99236 1.99839 -2.81538
H -2.81611 -1.32470 -1.46771
H -4.04355 -3.27946 -2.37301
H -3.01543 -5.50588 -2.60678
H -0.64585 -5.87945 -1.88977
H 1.49631 -4.41815 -0.73533
N -1.06841 0.15744 6.67862
C -1.75788 -0.28129 5.61388
O -2.52978 -1.20839 5.58126
C -1.52902 0.40345 4.27629
C -2.52263 1.23527 3.75337
C -2.47153 1.67352 2.43138
C -1.41417 1.19301 1.69702
N -0.46001 0.40613 2.17921
C -0.47580 0.01924 3.46290
H -1.24654 -0.28228 7.57215
H -0.56016 1.02577 6.66867
H -3.35620 1.52278 4.38432
H -3.22653 2.32059 2.00952
H -1.34922 1.44533 0.57981
H 0.32563 -0.61868 3.81089
*
```